# 1
{"formula": "C46H33AsBrN2O3PPdS2", "method": "the ωB97M-V functional and the def2-TZVPD basis", "species": ["H", "C", "C", "H", "C", "H", "H", "C", "C", "Pd", "C", "C", "H", "H", "C", "N", "C", "C", "H", "C", "C", "Br", "H", "H", "C", "C", "C", "H", "C", "C", "C", "C", "N", "H", "C", "H", "C", "H", "H", "C", "H", "C", "H", "C", "S", "H", "C", "H", "C", "H", "O", "H", "O", "H", "P", "C", "C", "C", "H", "C", "C", "C", "H", "C", "H", "C", "C", "H", "S", "H", "C", "As", "O", "H", "C", "C", "H", "C", "H", "C", "H", "C", "C", "C", "C", "H", "C", "C", "H", "H"], "xyz": [[2.44347, 1.06061, -2.46356], [2.07152, -3.20332, 1.77915], [1.69747, -5.37886, 0.81338], [1.75885, 1.78771, 5.33582], [-2.42729, 2.94277, -2.10730], [-4.38036, 0.56952, -4.23057], [0.67478, -3.25693, -3.35416], [-2.10167, -1.56412, -2.49049], [1.42535, -0.78218, 3.15288], [1.17310, -0.71647, -0.31013], [-5.06575, 0.34300, -3.42157], [2.45383, -5.18958, 3.08882], [-0.16031, -2.23424, 3.19514], [6.86872, -0.66703, 2.89728], [5.30768, 0.45132, 0.08061], [-2.65639, 0.32998, -0.07776], [-1.68995, 1.70461, -4.04837], [0.37862, 5.38182, 3.14542], [-0.99096, -5.06879, -3.57759], [-1.44293, 2.89764, -4.70933], [-2.17755, 1.73972, -2.74951], [1.14405, 7.08329, 0.99759], [6.48957, 1.69090, -1.24113], [-3.38391, -4.63360, -3.10765], [-0.35419, -0.79872, 4.77626], [4.48519, 1.45834, -1.93664], [-1.67475, 4.10838, -4.06904], [-0.30136, 0.76609, 6.24455], [-6.42739, 0.29244, -3.67148], [0.18342, 0.33075, 5.38012], [0.26400, -1.35602, 3.66790], [4.80010, -1.04892, 2.40617], [-0.02237, 4.27105, 3.75353], [0.51374, 4.34513, -0.07989], [-0.74226, -1.78695, -2.73099], [2.74698, -5.65402, 4.02143], [-4.58825, 0.11402, -2.13399], [4.63341, 2.08160, -2.81025], [-6.79833, 0.47200, -4.67212], [1.95709, 0.35332, 3.75710], [-8.37625, -0.01915, -2.83157], [5.51560, 1.24810, -1.07034], [2.71421, -3.19924, 3.83286], [2.44456, -3.80913, 2.97849], [0.40838, -0.47647, -2.59808], [-0.57211, 2.29814, 3.51270], [2.96371, 0.06083, -0.65059], [-4.10002, -2.37212, -2.42611], [3.80837, -0.85617, 1.48265], [-1.47153, 0.75919, -4.52927], [-0.81056, -1.36587, 0.34268], [4.60737, -1.60408, 3.31676], [-0.18165, 1.96449, -0.40647], [-1.25821, -1.24652, 5.16858], [2.09677, -1.39862, 1.58544], [-2.65482, -3.84129, -3.00531], [-6.83565, -0.20352, -1.35316], [0.57731, 5.45640, 1.77316], [7.30015, 0.65449, 0.87381], [-0.30473, 1.96323, 0.79115], [3.21538, 0.86668, -1.73087], [-5.47020, -0.15664, -1.09805], [-7.52547, -0.41036, -0.54528], [4.02995, -0.12128, 0.29168], [-2.34273, 5.07631, -2.27331], [-0.24296, 3.19399, 3.00326], [1.34113, 0.90313, 4.87203], [1.39585, -5.98775, -0.02893], [-1.74569, -0.38058, 0.95170], [2.08383, -7.05398, 2.09410], [1.69403, -3.99540, 0.69948], [-2.68454, 0.13905, -1.84059], [-0.65913, 0.90370, 1.51575], [2.85378, 0.80995, 3.35488], [-0.37065, -3.07309, -3.14099], [-1.30829, -4.08092, -3.26641], [-5.08429, -0.31601, -0.09978], [-3.05449, -2.57437, -2.62193], [-1.05373, 2.88169, -5.71885], [0.36161, 4.34074, 0.99161], [0.55014, 6.25172, 3.76863], [-0.06210, 3.18111, 1.62553], [-7.31236, 0.01751, -2.63597], [6.31975, 0.22420, 1.04350], [2.08093, -5.97522, 2.00480], [-2.80335, 2.95006, -1.09120], [6.08017, -0.50891, 2.17313], [-2.16500, 4.13205, -2.77175], [-1.46847, 5.03738, -4.58475], [1.39101, -3.52370, -0.22844]], "mulliken_charge": [0.421, 0.354, -0.674, 0.398, -0.534, 0.437, 0.494, -0.133, 0.452, 0.186, -0.348, -0.789, 0.498, 0.413, 0.762, -0.317, 0.151, -0.190, 0.393, -0.873, 0.274, -0.186, 0.374, 0.415, -0.705, -1.073, -0.468, 0.399, -0.726, -0.530, -0.553, 0.139, -0.652, 0.632, 0.913, 0.414, -0.422, 0.427, 0.401, -0.541, 0.385, -0.915, 0.341, -0.294, -0.616, 0.823, 0.084, 0.406, 0.140, 0.524, -0.449, 0.398, -0.380, 0.429, 1.901, -0.878, -0.684, -0.219, 0.395, 0.801, -0.036, -0.041, 0.399, -0.101, 0.444, -0.683, -0.710, 0.434, -0.080, 0.388, -0.588, 1.827, -0.268, 0.375, -0.808, -0.646, 0.444, -0.743, 0.420, -0.364, 0.392, 0.224, -0.449, -0.749, -0.531, 0.436, -0.925, -0.794, 0.414, 0.495], "total_energy_ev": -222681.279, "e_above_lowest_ev": 0.168, "lumo_energy_ev": 0.23, "gap_ev": 7.74}

***

# 2
{"formula": "C46H33AsBrN2O3PPdS2", "method": "the ωB97M-V functional and the def2-TZVPD basis", "species": ["C", "H", "C", "H", "C", "H", "H", "C", "C", "H", "H", "H", "C", "N", "H", "C", "H", "C", "C", "C", "C", "C", "C", "H", "C", "H", "C", "H", "C", "H", "C", "H", "C", "C", "H", "H", "C", "C", "H", "H", "C", "C", "C", "H", "C", "H", "C", "C", "C", "C", "Br", "C", "H", "S", "N", "H", "As", "O", "H", "C", "H", "H", "C", "C", "O", "C", "C", "H", "H", "C", "C", "C", "H", "C", "C", "H", "Pd", "H", "H", "C", "C", "C", "C", "H", "S", "C", "O", "P", "H", "C"], "xyz": [[3.19081, -3.64182, 0.89756], [-0.04773, -5.10833, -3.67691], [2.04111, -0.12595, 2.76468], [3.88010, 0.43129, 1.80100], [0.16038, -1.90712, -2.55284], [1.78701, 3.87689, 2.71375], [4.18380, -2.66467, 4.73668], [-0.66005, -3.39916, -4.78245], [4.26780, -2.10873, -0.60338], [-0.72836, 1.86316, -5.13363], [4.38978, 2.87816, -1.37438], [5.16334, -1.73132, -1.08145], [4.34514, -3.15955, 0.30108], [0.16677, 2.77269, -1.29635], [3.35186, 5.55715, 1.80172], [-0.12838, -4.02942, -3.70284], [1.74501, -2.51796, 5.14963], [-1.02438, -2.15339, 0.00345], [3.03611, -1.54649, -0.89732], [-1.28598, -1.34936, -5.97940], [-2.12534, -2.63241, -0.69716], [0.46894, 2.06851, 4.56128], [-6.41842, 2.91274, -2.16334], [2.78772, 1.21868, -0.48461], [-0.25701, -1.21908, -3.74415], [-4.06651, -3.52717, -0.57836], [-4.23927, 2.04387, -2.62842], [-3.37050, 1.92333, -3.26198], [-0.75034, 0.78650, -5.02700], [0.06974, 2.80746, 6.53305], [1.95388, -3.07974, 0.60312], [0.58471, -3.79941, -1.68875], [0.03969, 2.04103, 3.23795], [2.93398, 2.16040, 0.02916], [4.65954, 5.05917, -0.23508], [5.23794, -1.19198, 3.05295], [-1.82747, 3.42310, 3.77936], [1.44466, -0.96680, 3.70332], [-2.10721, -2.79382, 3.15470], [-1.98782, 4.00874, 5.82447], [3.82389, 3.09617, -0.47632], [3.58002, -1.96151, 4.17665], [-3.20785, -3.24273, 1.36505], [1.37492, 1.55142, 4.85307], [-0.73465, -1.98642, -4.83702], [-1.02436, -3.96854, -5.62951], [2.21256, -1.88000, 4.40989], [-0.25635, 2.77758, 5.50192], [-1.10333, 2.70202, 2.81699], [3.24269, 4.60003, 1.30791], [-5.35097, 3.66742, -4.69207], [2.20924, 2.43302, 1.18553], [-2.16383, -2.55671, -1.77521], [0.25045, 2.51238, -2.69405], [-6.45712, 2.32713, -0.96624], [-5.42948, 1.14740, 0.38743], [0.92268, 1.13163, 1.81885], [0.46696, 0.88517, -2.94862], [1.06281, -3.48537, 1.05923], [-5.39826, 1.60741, -0.59185], [-1.66889, -1.96095, -6.78664], [-0.19790, -1.83946, 1.95673], [0.25795, -3.27402, -2.57801], [-3.09557, 0.64443, -0.87962], [-2.10616, 0.43887, -1.68969], [4.17174, -1.13423, 3.23436], [-2.11365, -2.76147, 2.07221], [-1.75703, 0.49842, -6.91386], [-7.28287, 3.49779, -2.45540], [-1.40781, 3.45300, 5.09720], [-4.27470, 1.42998, -1.38743], [3.97496, 4.32124, 0.16316], [0.38450, -0.88196, 3.91228], [-5.33088, 2.79525, -3.01171], [2.36188, 3.65556, 1.82364], [3.24600, -4.46986, 1.59299], [-0.61826, 0.79272, 0.03182], [2.97320, -0.74707, -1.62945], [-2.72368, 3.94856, 3.47337], [-0.20885, 0.18958, -3.92906], [-3.21066, -3.17291, -0.01788], [-1.03890, -2.21619, 1.39445], [3.40522, -0.22095, 2.52071], [5.30471, -3.60203, 0.53924], [-1.62360, 2.69777, 1.14597], [-1.32319, 0.00513, -6.05396], [-3.11123, 0.28110, 0.29164], [0.32005, -1.22296, -0.84161], [-4.05781, -3.65700, 1.89221], [1.86631, -2.02500, -0.29839]], "mulliken_charge": [-0.870, 0.418, 0.468, 0.384, 0.373, 0.438, 0.393, -0.811, -0.739, 0.454, 0.465, 0.437, -0.658, -0.060, 0.411, -1.129, 0.432, 1.153, -0.675, -0.922, -1.336, -0.207, -0.150, 0.586, 0.289, 0.448, -0.288, 0.483, -0.657, 0.425, 0.212, 0.370, -0.836, -0.066, 0.392, 0.441, -0.704, -0.383, 0.453, 0.377, -0.855, -0.682, -0.800, 0.447, 0.106, 0.405, -0.929, -0.866, 0.743, -0.747, -0.206, 0.223, 0.273, -0.001, -0.655, 0.562, 1.956, -0.114, 0.507, -0.162, 0.401, 0.305, -0.573, 0.335, -0.312, -0.643, -0.838, 0.436, 0.362, -0.542, -0.032, -0.708, 0.635, -0.087, -0.720, 0.465, -0.113, 0.256, 0.459, 1.208, -0.715, -0.528, -0.488, 0.404, -0.300, -0.970, -0.568, 2.543, 0.386, 0.926], "total_energy_ev": -222679.963, "e_above_lowest_ev": 1.484, "lumo_energy_ev": -0.79, "gap_ev": 6.37}

***

# 3
{"formula": "C46H33BrN3O14", "method": "the ωB97M-V functional and the def2-TZVPD basis", "species": ["C", "O", "H", "H", "H", "C", "C", "C", "H", "C", "H", "C", "O", "C", "C", "H", "H", "O", "H", "N", "H", "C", "C", "H", "H", "C", "H", "C", "O", "C", "C", "H", "H", "O", "H", "C", "H", "C", "C", "C", "C", "C", "C", "O", "O", "H", "C", "H", "H", "H", "C", "N", "H", "C", "C", "H", "C", "C", "H", "H", "H", "C", "H", "C", "C", "H", "H", "C", "H", "C", "C", "O", "H", "C", "C", "C", "H", "Br", "C", "O", "H", "O", "C", "N", "C", "O", "O", "C", "C", "H", "O", "C", "O", "C", "C", "C", "C"], "xyz": [[2.25951, -1.87139, -1.44940], [4.78581, 7.57254, 4.82902], [-8.69254, 2.20521, -3.46516], [1.38482, -8.67791, -4.95245], [4.82866, 0.92921, -1.35529], [-10.38204, -8.47645, 2.25691], [-10.38496, -7.02892, 4.73377], [-0.69819, -8.03643, -2.22458], [-11.99400, -9.64785, 3.15984], [-8.49534, -2.57400, -1.58504], [-8.73615, 1.96395, -1.83049], [-9.44979, -6.68194, 3.64242], [5.98358, -1.24822, -0.54981], [6.26953, 2.29069, 1.47124], [11.40373, 10.11588, 0.32222], [13.07120, 12.77576, 1.85099], [-7.37702, -3.58472, 1.52224], [-10.38181, -9.08939, 1.20596], [9.30297, 9.83384, 0.31730], [-4.56374, 0.88653, -2.09988], [11.64959, 9.23117, -0.25163], [6.94397, 1.06995, 1.96228], [7.41037, 7.52736, 1.69876], [-8.15742, -5.98027, -2.03607], [-7.81830, 0.02402, -4.34777], [-0.27203, -8.59553, -3.52519], [7.34010, -0.98835, 1.64770], [-6.93567, 0.32581, -3.70108], [-10.38463, -6.41529, 5.78415], [6.83513, 8.79460, 2.19985], [9.83518, 11.65243, 1.41092], [-5.46231, -1.31643, -4.47088], [4.99979, 3.08492, -0.12366], [8.68646, 11.94844, 1.68768], [-8.83342, -3.92734, -3.27038], [5.56848, 7.55972, 3.89703], [-8.76872, -7.11393, 1.68271], [-11.31943, -8.15042, 4.49951], [-7.69767, -3.61197, 0.48808], [10.97061, 12.49348, 1.84577], [1.65113, -0.54591, -1.68910], [5.48799, 2.18193, 0.22156], [-8.51252, -3.90033, -2.23630], [-1.01206, -9.30386, -4.18078], [-7.38274, -5.94179, 0.43809], [-8.05317, -1.53258, 0.28724], [1.89983, -7.48596, -3.27727], [-1.69748, -8.29080, -1.89419], [5.83317, 5.38802, 3.90137], [-8.77301, -5.85773, 3.83081], [-5.64545, 1.78587, -1.86868], [-4.43833, -0.13498, -2.92507], [-11.99805, -8.39116, 5.30838], [5.39624, 1.02691, -0.43832], [-0.57855, -1.56314, -1.59856], [3.34184, -1.90645, -1.40632], [10.14645, 10.43909, 0.62695], [0.11319, -7.26134, -1.50418], [-5.58381, 2.64908, -1.13032], [-0.25302, 0.50463, -1.93000], [-0.18289, -6.84433, -0.54981], [6.14403, 6.29353, 3.39564], [7.51136, 1.16769, 2.87940], [-8.06008, -2.51255, -0.17375], [-9.44748, -7.35493, 2.49123], [2.89924, -7.23141, -3.60749], [1.93353, -3.94033, -1.11790], [-5.55640, -0.44040, -3.73108], [-1.66048, -1.52814, -1.64178], [0.17526, -0.47425, -1.75275], [6.07023, -0.19378, 0.05239], [-0.65888, -3.88351, -1.22016], [7.42868, 5.36029, 1.99443], [6.99956, 6.27809, 2.37344], [5.97937, 8.80972, 3.22236], [1.08851, -8.26109, -3.99785], [10.72416, 13.37802, 2.41977], [-3.02994, 1.22700, -1.02884], [-6.96255, 1.53735, -2.69257], [2.21374, -6.21755, -1.32037], [5.54944, 9.72827, 3.60227], [2.33720, 0.44911, -1.82810], [-7.71467, -4.93937, -0.16340], [-8.16080, 2.37072, -2.58453], [1.50505, -2.96128, -1.29499], [-8.82861, -1.56726, -2.18918], [8.19368, 7.51416, 0.76574], [1.47317, -6.92711, -1.97687], [12.22813, 12.17073, 1.54117], [7.14636, 9.70078, 1.69379], [13.68658, 10.66038, 0.48024], [-8.15020, -5.00043, -1.57507], [6.35515, 3.34568, 2.07319], [-11.31734, -8.82372, 3.34815], [6.85212, -0.08527, 1.30245], [0.03005, -2.88960, -1.35875], [12.53974, 10.95654, 0.75673]], "mulliken_charge": [-0.446, -0.554, 0.339, 0.408, 0.428, 0.278, 0.328, -0.388, 0.415, 0.498, 0.326, -0.328, -0.562, 0.321, -0.441, 0.403, 0.450, -0.545, 0.404, 0.314, 0.436, -0.332, 0.445, 0.467, 0.235, 0.340, 0.412, -0.194, -0.540, -0.227, 0.434, 0.387, 0.448, -0.553, 0.433, 0.393, 0.656, -0.391, -0.357, -0.363, 0.194, -0.310, -0.397, -0.545, -0.579, 0.429, -0.401, 0.410, 0.450, 0.428, 0.078, -0.502, 0.409, -0.291, -0.086, 0.554, -0.177, -0.192, 0.456, 0.366, 0.399, -0.341, 0.435, -0.367, -0.337, 0.426, 0.584, -0.261, 0.257, -0.075, 0.351, -0.511, 0.491, -0.390, -0.520, -0.369, 0.410, 0.134, 0.291, -0.596, 0.440, -0.520, 0.392, -0.622, -0.393, -0.584, -0.555, 0.485, -0.383, 0.390, -0.543, -0.387, -0.472, -0.352, -0.445, 0.099, 0.372], "charge": 1, "total_energy_ev": -151395.485, "lumo_energy_ev": -5.48, "gap_ev": 5.47}